1.
Here is 3 unconnected molecules or ions with the total composition C28H42ClIN6O11PS2 from OMol25. Energies are from ωB97M-V/def2-TZVPD.

Computed properties:
Net charge: +1

```
92
C28H42ClIN6O11PS2 (ωB97M-V/def2-TZVPD)
I 2.490 -1.968 1.788
Cl -2.694 2.789 4.369
S 4.575 2.176 3.149
S 4.085 2.923 0.333
P -1.255 0.227 -1.341
O -0.793 1.748 -1.224
O 0.628 7.789 -2.589
O 2.646 7.763 -1.594
O -2.554 0.112 -1.963
O 1.799 -6.547 -4.531
O -0.364 -6.676 -5.186
O 1.040 -8.380 -5.570
O 2.014 6.072 -2.942
O -2.679 -3.603 0.955
O -1.768 -2.278 2.579
O -0.114 -0.488 -2.158
N -1.229 -0.374 0.246
N -0.551 -2.519 0.633
N 0.992 -0.744 1.089
N -1.160 -3.831 -2.770
N -4.861 -3.347 2.080
N 2.438 3.620 2.345
C 0.756 5.691 -3.507
C 1.843 7.261 -2.305
C 1.277 5.409 1.025
C -1.249 -3.248 -1.585
C 0.045 7.019 -3.644
C -0.302 -3.248 -0.604
C -1.888 -2.460 1.178
C -1.048 -7.590 -6.063
C 1.007 -4.545 -2.005
C -0.138 -1.179 0.679
C -0.262 -8.867 -5.896
C 1.306 0.694 1.117
C 0.005 -4.444 -2.913
C 3.620 2.955 2.092
C 0.655 4.166 3.990
C 2.489 5.029 1.891
C -3.801 -3.502 1.585
C -2.481 0.928 2.366
C -2.426 -1.072 0.713
C 2.028 3.495 3.756
C -3.229 -0.243 1.745
C -0.986 -3.259 3.263
C -1.195 -3.021 4.768
C 2.030 1.177 -0.150
C -3.487 1.762 3.162
C 0.874 -3.936 -0.791
C 3.563 1.217 0.016
C 0.911 -7.147 -5.046
H -2.174 -2.722 -1.390
H -2.089 -7.693 -5.767
H 2.745 4.004 4.398
H -3.161 -1.267 -0.064
H -0.083 -0.147 -3.062
H 1.575 5.886 0.095
H 1.663 2.126 -0.507
H 0.391 1.255 1.275
H 1.655 -3.979 -0.061
H 0.645 6.102 1.571
H 3.365 5.223 1.288
H -2.081 -2.402 4.874
H 0.281 3.782 4.930
H 1.914 2.449 4.003
H -1.031 6.941 -3.515
H 1.827 0.456 -0.942
H 0.899 5.185 -4.458
H -0.721 1.993 -0.296
H 0.249 5.014 -2.815
H 0.174 -4.910 -3.882
H 0.254 7.510 -4.596
H -1.308 -4.274 3.053
H -0.017 3.853 3.197
H -1.672 0.583 3.007
H -3.980 2.416 2.453
H 0.072 -3.154 3.070
H -0.385 -2.450 5.205
H -2.083 1.604 1.616
H -3.676 -0.870 2.503
H 2.541 5.674 2.759
H 4.004 0.932 -0.930
H -0.628 -9.481 -5.071
H -0.232 -9.470 -6.800
H -4.071 0.180 1.200
H 1.929 0.912 1.976
H 3.905 0.562 0.809
H -1.381 -3.946 5.296
H -1.003 -7.199 -7.080
H -4.256 1.127 3.585
H 0.674 4.544 0.767
H 1.892 -5.103 -2.251
H 0.780 5.240 4.020
```



2.
Here is 4 unconnected molecules or ions with the total composition C28H42F12N2O12PS3 from OMol25. Energies are from ωB97M-V/def2-TZVPD.

Computed properties:
Net charge: -1

```
100
C28H42F12N2O12PS3 (ωB97M-V/def2-TZVPD)
S 0.252 1.509 -0.695
S -6.511 -2.050 -1.499
S 0.111 -1.094 0.781
P -3.383 -0.355 -1.170
F 1.866 -2.373 4.298
F 5.343 4.424 -6.726
F 3.889 3.171 -7.730
F 3.538 -1.167 4.939
F -7.207 -3.480 0.529
F 10.890 -0.557 3.297
F 12.392 -0.333 1.760
F -8.126 -1.528 0.553
F 1.596 -0.251 4.639
F -6.044 -1.762 1.128
F 3.676 5.320 -7.773
F 11.102 1.331 2.256
O 8.921 -0.391 1.526
O -7.755 -2.225 -2.214
O 2.460 -0.761 7.326
O 1.069 -2.478 6.874
O 3.372 3.080 -5.128
O -5.545 -3.096 -1.693
O -4.613 -0.355 -2.487
O 10.472 -0.767 -0.071
O 2.577 5.183 -5.323
O -6.861 0.946 -0.022
O -2.175 -1.130 -2.126
O -4.637 0.405 -0.125
N 2.306 0.354 0.573
N 4.469 0.719 0.367
C 4.041 4.290 -7.016
C -2.426 -2.443 -2.552
C -9.046 0.956 -1.934
C -5.869 -0.352 -1.947
C 3.215 4.251 -5.713
C 2.852 0.126 1.811
C 1.233 2.529 -4.072
C -6.988 -2.177 0.306
C 4.186 0.361 1.659
C 2.976 -1.965 9.384
C 2.167 -0.865 8.733
C 2.221 -1.361 5.071
C -1.215 2.060 0.232
C 3.325 0.714 -0.260
C -2.274 -4.914 -2.206
C -8.897 2.098 -0.936
C -2.445 2.319 -0.655
C -2.732 1.325 -1.770
C -2.108 -3.530 -1.531
C 1.838 -1.629 6.541
C 7.845 -0.750 0.623
C 10.142 -0.452 1.034
C -5.760 0.733 -0.845
C 0.920 0.198 0.281
C 11.153 0.000 2.110
C -7.552 2.166 -0.185
C 2.683 2.895 -3.867
C 7.686 -2.251 0.539
H -7.765 2.521 0.826
H -3.880 -1.592 -0.686
H -9.702 2.029 -0.204
H 6.822 -2.495 -0.078
H 2.799 -1.973 10.459
H 0.687 3.341 -4.553
H -9.035 3.037 -1.475
H 8.569 -2.718 0.103
H 2.705 -2.940 8.982
H 2.284 -0.165 2.674
H 6.950 -0.296 1.038
H 4.041 -1.811 9.204
H -2.520 -0.291 -0.029
H -6.559 -0.116 -2.759
H -3.300 2.439 0.009
H -1.877 1.164 -2.422
H -6.911 2.921 -0.647
H -1.314 -5.383 -2.422
H 8.020 -0.305 -0.355
H 3.152 0.935 -1.298
H -1.403 1.366 1.047
H 4.932 0.266 2.431
H -10.091 0.839 -2.222
H 0.768 2.318 -3.109
H -0.930 3.007 0.691
H -3.454 -2.586 -2.894
H -1.079 -3.449 -1.181
H -2.868 -5.589 -1.593
H 7.540 -2.675 1.533
H -8.700 0.006 -1.544
H -2.791 -4.799 -3.162
H 3.220 2.088 -3.374
H -1.781 -2.623 -3.423
H 2.793 3.792 -3.260
H 1.144 1.646 -4.706
H 1.097 -1.015 8.874
H -8.510 1.183 -2.857
H -5.493 1.624 -1.442
H -2.272 3.298 -1.118
H -2.818 -3.491 -0.710
H -3.513 1.763 -2.397
H 2.428 0.106 9.149
```



3.
Here is a molecular structure, C28H42F3O22V from OMol25. Energies are from ωB97M-V/def2-TZVPD.

Computed properties:
Net charge: 0

```
96
C28H42F3O22V (ωB97M-V/def2-TZVPD)
V 0.008 0.975 -0.049
F 3.934 -1.058 1.506
F 3.892 0.367 -0.022
F 4.739 0.888 1.913
O 0.888 -0.875 -1.088
O -1.437 0.382 -0.213
O -2.547 -5.571 -2.155
O 0.342 1.870 -1.357
O -0.850 2.840 1.273
O 2.041 1.996 0.787
O -2.003 -4.266 4.046
O 0.068 4.552 2.474
O -1.507 -2.693 5.601
O 2.609 -2.329 -1.225
O -2.710 -5.190 0.117
O -3.190 2.201 -5.793
O -1.847 3.699 3.071
O 1.134 0.200 1.681
O -3.551 0.006 -5.286
O -1.738 -2.103 3.509
O 0.839 -3.003 -0.213
O 4.711 2.912 -2.952
O 3.324 3.058 -4.625
O -2.340 -3.425 -1.267
O -2.069 1.035 -4.157
O 4.502 4.923 -4.048
C -0.852 3.612 2.190
C 1.453 -1.966 -0.843
C 3.123 1.758 -4.109
C -1.801 -3.110 4.349
C 4.175 3.724 -3.861
C -2.569 -4.790 -1.163
C -2.557 -2.932 0.060
C 0.892 -5.295 -1.004
C -1.225 -0.921 4.120
C -1.533 -1.242 5.621
C -2.932 1.186 -5.118
C 1.615 -4.204 -0.276
C -1.663 4.739 3.929
C 3.755 0.255 1.298
C -1.976 4.288 5.365
C 2.898 -3.637 -0.835
C 2.756 3.232 0.943
C 3.206 0.770 -5.216
C -2.176 -0.217 -3.478
C -0.276 5.302 3.611
C -2.874 -2.180 -4.865
C 4.185 1.621 -2.985
C -1.944 0.322 3.686
C 2.340 0.896 1.725
C -3.879 -2.127 0.126
C 2.551 4.056 -0.357
C -3.303 -0.886 -4.223
C -2.421 -4.108 1.008
H -3.914 -1.509 1.022
H 1.512 4.253 -0.619
H 3.646 1.341 -2.080
H -1.751 -2.230 0.275
H -2.079 -2.193 -5.610
H -1.352 1.194 3.965
H 4.115 0.668 -5.810
H 3.064 5.018 -0.370
H 0.049 -5.653 -0.413
H 2.427 3.834 1.790
H 2.364 0.942 -5.886
H -2.332 5.593 3.821
H -3.861 -1.320 -0.606
H -0.729 -0.867 6.255
H -2.511 -0.886 5.946
H 2.132 1.637 -3.672
H -1.453 -4.196 1.500
H -4.734 -2.761 -0.112
H 5.028 0.975 -3.232
H -2.130 0.434 2.618
H 3.162 -0.197 -4.716
H 0.338 5.122 4.494
H -2.562 -2.961 -4.172
H 3.819 3.119 1.158
H 3.303 -4.256 -1.635
H 1.540 -6.171 -1.007
H -2.454 -0.172 -2.425
H -0.276 6.388 3.525
H 2.884 3.519 -1.245
H -3.021 3.975 5.366
H -4.298 -0.907 -3.777
H -3.266 -4.056 1.695
H -1.406 3.392 5.608
H 3.515 -3.572 0.062
H -2.851 0.357 4.290
H -1.217 -0.735 -3.502
H 1.881 -4.440 0.755
H -1.827 5.028 6.151
H -3.728 -2.664 -5.340
H -0.161 -0.715 4.009
H 0.498 -5.207 -2.016
H 2.429 1.344 2.715
```



4.
Here is a molecular structure, C28H42F6HgO20S7 from OMol25. Energies are from ωB97M-V/def2-TZVPD.

Computed properties:
Net charge: -2

```
104
C28H42F6HgO20S7 (ωB97M-V/def2-TZVPD)
Hg 0.202 0.272 0.229
S -1.858 2.106 -2.447
S 3.662 0.511 2.004
S 1.290 -2.818 1.951
S -3.387 -1.021 0.834
S 2.712 0.819 -2.618
S -0.514 0.826 3.768
S 1.144 3.841 -0.379
F -1.967 3.006 3.343
F -0.239 5.505 1.113
F 1.616 6.365 0.374
F -1.651 2.550 5.450
F -0.020 3.343 4.264
F 1.637 4.919 2.003
O 1.872 0.707 -1.464
O 0.981 2.670 0.464
O 2.474 -3.177 1.239
O 0.456 -1.705 1.568
O 2.440 0.239 1.310
O 2.446 3.990 -0.988
O -4.499 -0.121 0.976
O -1.514 -0.072 4.305
O 4.147 0.789 -2.428
O -1.863 -2.331 -5.454
O -2.109 -0.513 0.431
O -1.151 2.504 -3.637
O 4.369 -0.586 2.612
O -0.352 -4.150 -0.585
O -1.191 1.383 -1.401
O 0.791 0.716 4.373
O -0.514 0.928 2.320
O -0.195 -1.550 -1.168
O 0.030 4.117 -1.255
O -2.121 -4.969 -4.834
C -3.329 1.154 -2.887
C 1.733 -2.581 3.684
C -4.487 1.880 -2.213
C -1.319 -4.637 -2.654
C -3.620 -3.435 1.934
C -3.818 -2.379 -0.260
C -3.378 -3.653 0.436
C 0.264 -4.281 2.242
C 1.046 5.244 0.832
C 2.370 1.843 -4.988
C -1.512 -2.712 -4.330
C 0.027 -4.269 3.743
C -3.124 -2.048 2.278
C 3.390 1.833 3.172
C -0.543 -2.314 -2.100
C 2.264 2.291 -3.537
C 4.837 1.398 0.976
C -0.719 -3.783 -1.719
C 4.856 2.831 1.515
C -0.968 -1.843 -3.342
C -2.722 3.510 -1.737
C 2.245 -0.383 -3.891
C 1.377 -3.888 4.340
C 1.704 0.460 -5.034
C -1.089 2.523 4.225
C -4.162 3.389 -2.175
C 4.648 2.686 3.029
C -1.699 -4.221 -3.953
H -3.107 0.185 -2.443
H 5.785 3.363 1.304
H -4.823 3.923 -1.497
H -2.318 -3.854 0.246
H 0.914 -5.094 1.917
H 1.870 2.564 -5.633
H -4.597 1.502 -1.194
H -3.390 1.112 -3.971
H -3.511 -1.520 3.150
H 3.435 1.802 -5.240
H -0.433 -5.195 4.091
H -4.307 3.767 -3.192
H 0.630 0.617 -4.898
H 1.220 2.448 -3.251
H 3.211 1.470 4.179
H -0.576 -4.258 1.554
H 4.045 3.423 1.103
H 1.816 -0.006 -6.012
H 1.143 -1.743 4.067
H -1.455 -5.688 -2.425
H 2.863 3.127 -3.191
H 1.560 -1.049 -3.372
H -0.898 -0.777 -3.527
H -4.913 -2.357 -0.264
H 4.524 3.656 3.512
H -2.041 -1.984 2.425
H 5.509 2.181 3.483
H -3.955 -4.479 0.023
H 2.096 -4.694 4.123
H -0.714 -3.488 3.962
H -3.072 -4.132 2.572
H -3.435 -2.131 -1.249
H -2.126 4.381 -1.996
H -2.624 3.336 -0.662
H -4.672 -3.546 2.217
H 5.831 1.009 1.199
H 1.447 -3.907 5.433
H 3.188 -0.862 -4.152
H 2.527 2.418 2.858
H 4.616 1.285 -0.084
H -5.418 1.709 -2.752
H 2.760 -2.219 3.735
```



5.
Here is a molecular structure, C28H42LiO14 from OMol25. Energies are from ωB97M-V/def2-TZVPD.

Computed properties:
Net charge: +1

```
85
C28H42LiO14 (ωB97M-V/def2-TZVPD)
O -7.681 -5.451 -1.940
O -6.202 -3.794 -1.314
O -0.969 6.043 0.049
O 5.458 0.687 -2.356
O 2.875 2.398 4.624
O -0.153 -2.980 1.080
O -1.356 -1.277 -4.085
O -4.248 1.160 4.166
O -0.541 4.628 -1.683
O 1.779 1.550 2.862
O -3.608 1.817 2.125
O 0.547 -4.434 2.651
O 3.258 0.682 -2.195
O 0.244 -2.123 -5.530
C -4.856 -4.797 0.253
C 3.903 1.969 5.518
C -6.745 -5.024 -1.245
C 1.881 -4.293 0.673
C -0.476 5.762 -1.154
C 2.662 -5.076 1.810
C 4.409 1.808 -4.095
C 2.787 1.636 3.554
C -4.255 1.700 5.446
C 4.625 0.860 4.783
C 4.096 0.972 3.313
C 5.823 1.453 -4.542
C 0.312 7.935 -0.588
C -0.995 -2.113 -4.941
C -0.817 7.448 0.319
C 6.515 1.221 -3.159
C 0.142 7.071 -1.821
C 0.334 -3.024 -6.562
C -5.323 -3.460 -0.288
C -6.057 -5.744 -0.114
C 0.658 -3.780 1.464
C -4.614 3.164 5.249
C -3.980 3.499 3.901
C -1.845 -3.119 -5.610
C 4.293 1.074 -2.742
C -0.745 -3.967 -6.186
C -3.887 2.074 3.303
C 1.633 -5.370 2.858
Li -0.823 0.614 -0.426
H 4.340 -0.123 5.157
H 2.501 -3.540 0.187
H -5.704 3.181 5.219
H -4.078 -5.158 -0.420
H 6.304 2.297 -5.037
H 1.277 7.842 -0.089
H 3.006 -6.031 1.411
H 7.321 0.489 -3.101
H 1.229 -3.639 -6.659
H -0.596 7.510 1.384
H -3.276 1.466 5.864
H -5.916 -2.834 0.379
H 3.943 0.023 2.800
H -1.685 8.039 0.027
H -5.611 -6.634 -0.559
H 3.529 1.555 -4.686
H 2.122 -5.383 3.832
H 5.942 0.601 -5.213
H 4.616 1.691 2.679
H -4.991 1.205 6.079
H 3.497 1.618 6.467
H 4.637 2.725 5.795
H -4.693 4.047 3.284
H 5.706 0.954 4.883
H 1.048 6.767 -2.346
H 0.266 9.000 -0.816
H -1.189 -4.609 -6.947
H -4.579 -4.844 1.307
H -2.497 -2.577 -6.294
H 4.369 2.877 -3.886
H 6.896 2.137 -2.708
H -2.508 -3.585 -4.880
H -6.682 -5.890 0.767
H -4.530 -2.848 -0.717
H -0.410 -4.698 -5.450
H -0.563 7.565 -2.490
H -4.393 3.861 6.058
H 1.500 -4.952 -0.107
H 3.380 -4.465 2.356
H -3.006 3.986 3.929
H 1.258 -6.379 2.688
H 0.163 -2.645 -7.569
```



Number 1: E_HOMO -10.62 eV, LUMO level -0.1797 Ha. Number 2: E_HOMO -5.17 eV, LUMO level 0.0515 Ha. Number 3: E_HOMO -10.14 eV, LUMO level -0.0220 Ha. Number 4: E_HOMO -1.82 eV, LUMO level 0.1425 Ha. Number 5: E_HOMO -11.40 eV, LUMO level -0.1202 Ha.